A gas-phase ion, C7H16N2OP (charge +1) at a distorted geometry, computed with ωB97M-V/def2-TZVPD.

ΔE to the lowest compared entry with this formula, charge and spin	0.000	eV
net charge	+1
E_LUMO	-3.2	eV
E	-802.0919	Ha

XYZ file:
```
27
C7H16N2OP, DFT ωB97M-V/def2-TZVPD
C 0.6905 -0.9694 2.1101
C -0.1601 -1.0010 1.0869
C 0.8171 2.0102 -0.4903
C 1.8590 2.6310 -1.3917
C -0.3568 0.3133 -2.1667
C -2.6545 -1.9750 1.8427
C 0.4325 0.5792 -0.9263
N 1.6104 -0.2031 -0.9399
N -0.5970 0.2079 0.3662
O 0.4171 2.4743 0.5852
P -1.2635 -2.4618 0.6907
H 0.9862 -1.9241 2.6718
H 1.1309 -0.0470 2.2578
H 1.2763 3.2038 -2.2348
H 2.2785 3.6221 -1.0439
H 2.3862 1.8630 -1.9855
H -1.4733 0.6619 -2.3537
H 0.2639 0.8140 -2.9626
H -0.3608 -0.7556 -2.2643
H -3.1837 -1.1586 1.3820
H -2.3223 -1.7512 2.8382
H -3.4506 -2.7377 1.8232
H 2.3921 0.0800 -0.3909
H 1.6263 -1.1934 -0.8072
H -0.5676 1.1095 0.8586
H -1.4882 -0.1054 -0.0145
H -0.2884 -3.2871 1.4589
```


A single C6H12N4O4 molecule at a distorted geometry, computed with ωB97M-V/def2-TZVPD.

ΔE to the lowest compared entry with this formula, charge and spin	6.082	eV
net charge	0
E_LUMO	-0.4	eV
E	-755.5384	Ha

XYZ file:
```
26
C6H12N4O4, DFT ωB97M-V/def2-TZVPD
C -0.7307 1.2985 1.4182
C 0.7198 0.8997 1.5744
C -1.1237 1.5581 -0.0212
C 0.9875 -0.6478 1.4907
C -1.2323 0.3094 -0.7352
C 1.1415 -1.1112 0.1187
N -2.0595 -0.7517 -0.2378
N 0.6753 -2.1387 -0.4143
N -0.5228 0.1547 -1.8055
N 2.2768 -0.5082 -0.6918
O 0.1818 0.9722 -2.4615
O 2.3680 -0.9663 -1.8002
O -0.5602 -1.1440 -2.4766
O 2.9520 0.3569 -0.1426
H -1.4177 0.4247 1.7006
H -1.0095 2.1439 2.0266
H 1.3859 1.4102 0.7909
H 1.1534 1.1044 2.4506
H -1.9742 2.1272 -0.2462
H -0.3188 2.0771 -0.5750
H 1.9888 -0.8076 1.9705
H 0.2067 -1.1567 1.9853
H -3.0361 -0.3888 0.0405
H -2.1723 -1.3695 -1.0105
H -0.2926 -2.5887 -0.1911
H 0.4129 -1.2578 -2.7576
```


A molecular structure, C6H15BeFNO2Pb at a distorted geometry, computed with ωB97M-V/def2-TZVPD.

ΔE to the lowest compared entry with this formula, charge and spin	3.138	eV
net charge	+3
E_LUMO	-16.4	eV
E	-748.9503	Ha

XYZ file:
```
27
C6H15BeFNO2Pb, DFT ωB97M-V/def2-TZVPD
Be 20.1282 6.2249 -25.0301
Pb 23.0288 8.1394 -21.4960
F 21.4523 7.3018 -23.2408
C 22.5540 10.1647 -24.3683
O 23.3737 10.0115 -23.0889
C 24.5238 10.8077 -23.0503
C 25.4043 10.3416 -21.8749
N 24.5652 9.9923 -20.6820
C 24.1362 11.2762 -20.1157
C 25.2210 12.1189 -19.6109
O 26.1867 11.5588 -18.6720
C 27.2925 12.3469 -18.2910
H 23.0217 9.7119 -25.2426
H 22.3750 11.2036 -24.6454
H 21.5415 9.7940 -24.2083
H 24.1558 11.8252 -22.9187
H 25.0705 10.7342 -23.9905
H 26.3042 10.9003 -21.6176
H 25.8776 9.4253 -22.2276
H 25.1779 9.5717 -19.9980
H 23.4264 11.0333 -19.3250
H 23.5537 11.7829 -20.8852
H 24.7865 13.0610 -19.2765
H 25.7578 12.4913 -20.4834
H 27.9769 12.5200 -19.1215
H 27.9241 11.9388 -17.5019
H 26.9925 13.3138 -17.8871
```


A single C6H4ClNO2S molecule at a distorted geometry, computed with ωB97M-V/def2-TZVPD.

net charge	0
E_LUMO	0.1	eV
E	-1294.4779	Ha

XYZ file:
```
15
C6H4ClNO2S, DFT ωB97M-V/def2-TZVPD
C 0.9752 0.1970 0.5804
C -0.4131 0.0389 0.1083
C 1.7886 -0.8736 0.6245
C -0.5443 -1.4724 -0.0840
C -1.5864 -2.2663 -0.0957
C -3.1829 0.0914 -0.1257
N -2.5735 0.4442 0.9102
O -2.5251 -2.9222 -0.1808
O -1.2994 0.5478 1.1180
S 1.0298 -2.3918 0.3009
Cl -4.8333 0.2552 -0.0996
H 1.1241 1.2361 0.8361
H -0.7928 0.4303 -0.9114
H 2.7350 -1.0194 0.9328
H -2.6282 -0.2889 -0.9395
```


A molecular structure, C18H15BF4MnN3O6 at a distorted geometry, computed with ωB97M-V/def2-TZVPD.

2S+1	6
expectation value of S²	8.75
net charge	+1
E_LUMO (spin up / spin down)	-6.9 / -6.8	eV
E	-2885.5157	Ha

XYZ file:
```
48
C18H15BF4MnN3O6, DFT ωB97M-V/def2-TZVPD
Mn -2.4887 1.1846 1.8224
B -0.2263 0.7520 1.1450
F -1.2399 -0.0179 0.5186
F -0.5803 0.7752 2.4789
F 1.0153 0.2421 0.8079
F -0.5043 1.9463 0.5707
C -0.2174 -5.0682 3.5118
C -1.4650 -5.1009 4.1224
C -2.3815 -4.1139 3.8042
C -2.0629 -3.0030 2.9718
C -0.8279 -3.0562 2.2637
C 0.1171 -4.0584 2.6374
N -3.1112 -1.9784 2.7987
O -2.7422 -0.9643 2.3269
O -4.2756 -2.1739 3.2048
H 0.5782 -5.7882 3.6345
H -1.9321 -5.8094 4.7904
H -3.2303 -4.1112 4.4720
H -0.6007 -2.2745 1.5540
H 1.1043 -3.9946 2.2042
C 1.4862 5.2070 -0.2039
C 2.3598 6.2118 0.1573
C 3.7405 5.8912 0.2403
C 4.2336 4.5721 0.0277
C 3.2673 3.6049 -0.2632
C 1.9177 3.8837 -0.4505
N 5.6659 4.1189 0.0954
O 6.5541 4.9789 0.3005
O 5.9994 2.9314 -0.1348
H 0.4510 5.3768 -0.4609
H 1.9789 7.2209 0.2125
H 4.3916 6.7307 0.4345
H 3.6132 2.5826 -0.3018
H 1.2187 3.0946 -0.6849
C 0.2610 -1.8674 -3.4360
C -0.2164 -0.8452 -2.6676
C -1.5482 -0.4649 -2.8294
C -2.4000 -1.1928 -3.6845
C -1.8268 -2.1867 -4.5117
C -0.5307 -2.5386 -4.3600
N -3.8926 -1.0042 -3.7360
O -4.5724 -1.6614 -4.4914
O -4.5162 -0.1552 -3.0910
H 1.3310 -1.9901 -3.3545
H 0.4051 -0.3419 -1.9417
H -1.9460 0.2561 -2.1306
H -2.3754 -2.6410 -5.3235
H 0.0208 -3.1594 -5.0506
```


A molecular structure, C5H14ClO3Y at a distorted geometry, computed with ωB97M-V/def2-TZVPD.

ΔE to the lowest compared entry with this formula, charge and spin	2.778	eV
net charge	+2
E_LUMO	-12.3	eV
E	-922.3008	Ha

XYZ file:
```
24
C5H14ClO3Y, DFT ωB97M-V/def2-TZVPD
Y -0.2169 -2.5434 -5.3163
Cl 0.2434 -1.4610 -2.8626
C 1.8631 0.4372 0.4968
C 1.2452 1.6645 -0.1388
C 2.2140 2.4949 -1.0190
O -0.0114 1.4951 -0.8122
H 2.8728 0.7077 0.8110
H 1.9558 -0.4502 -0.1264
H 1.3119 0.2584 1.4203
H 0.9469 2.3905 0.6259
H 3.0633 2.8146 -0.4222
H 1.6758 3.3313 -1.4577
H 2.5685 1.8723 -1.8501
H 0.0728 0.7594 -1.4391
C -2.0855 -1.3723 2.0324
C -1.7392 -1.1427 0.5435
O -0.6449 -1.9917 0.2484
O -3.4477 -1.0342 2.2283
H -1.4765 -0.7606 2.6927
H -1.9415 -2.4219 2.2965
H -1.5380 -0.0617 0.5050
H -2.5659 -1.3329 -0.1409
H -0.4030 -1.8168 -0.6706
H -3.9630 -1.8366 2.3551
```


A gas-phase ion, C5H7IN (charge +1) at a distorted geometry, computed with ωB97M-V/def2-TZVPD.

ΔE to the lowest compared entry with this formula, charge and spin	2.793	eV
net charge	+1
E_LUMO	-5.5	eV
E	-546.7606	Ha

XYZ file:
```
14
C5H7IN, DFT ωB97M-V/def2-TZVPD
C 2.0701 -0.3806 -0.9109
C -0.4887 0.6112 1.4109
C -1.1306 -0.7452 1.1688
C -0.5040 0.1755 -1.2907
C -0.4050 -0.1477 0.0856
N 0.7903 -0.3654 -0.7722
I -0.7474 2.3698 -1.8012
H 2.7095 -0.7821 -0.1370
H 2.6070 0.0385 -1.8051
H -1.1641 1.4543 1.3484
H 0.3693 0.7569 2.0064
H -0.7221 -1.6575 1.8239
H -2.2338 -0.9537 0.9138
H -1.1506 -0.3740 -2.0408
```


A gas-phase ion, C8H11N4 (charge +1) at a distorted geometry, computed with ωB97M-V/def2-TZVPD.

ΔE to the lowest compared entry with this formula, charge and spin	6.051	eV
net charge	+1
E_LUMO	-5.2	eV
E	-529.9996	Ha

XYZ file:
```
23
C8H11N4, DFT ωB97M-V/def2-TZVPD
C 1.2721 -0.2369 -0.1239
C -1.5054 2.6277 3.3453
C -0.4462 1.9730 2.8726
C -1.4549 3.2899 1.3101
C 1.2949 -0.9524 -1.2602
C 0.2782 1.8375 0.4689
C 0.9361 -2.5156 -3.0154
C -0.6877 -2.3865 -1.2207
N 0.9742 0.6639 0.7887
N -2.0962 3.4934 2.3989
N -0.3218 2.3381 1.5512
N 0.5373 -1.9487 -1.7372
H -1.8400 2.6598 4.2966
H 0.3287 1.2834 3.3668
H -1.3461 3.9263 0.4505
H 2.2624 -0.8935 -1.7704
H 0.6053 -1.8682 -3.8615
H 2.1470 -2.4975 -3.0923
H 0.6625 -3.4850 -3.1680
H -0.4406 -3.0447 -0.4849
H -1.3433 -1.6485 -0.7943
H -1.1618 -3.0272 -2.0476
H 1.3451 0.4116 1.7268
```


2 unconnected molecules or ions with the total composition C3H9N2 at a distorted geometry, computed with ωB97M-V/def2-TZVPD.

ΔE to the lowest compared entry with this formula, charge and spin	2.037	eV
net charge	+1
E_LUMO	-5.3	eV
E	-228.9119	Ha

XYZ file:
```
14
C3H9N2, DFT ωB97M-V/def2-TZVPD
C 1.2330 0.5682 1.0742
N 0.3534 0.4096 1.9801
H 2.1563 0.0008 1.0270
H 1.0911 1.4521 0.4557
H -0.4111 1.0721 2.0915
H 0.3111 -0.4672 2.4938
C 0.1785 -1.3242 -1.1631
C -0.8863 -0.5686 -0.9343
N -0.9648 0.8373 -0.9824
H 1.0758 -0.9039 -1.6175
H 0.1371 -2.3924 -1.0621
H -1.7929 -1.0057 -0.5326
H -0.5438 1.2049 -1.8303
H -1.9376 1.1170 -1.0000
```


2 unconnected molecules or ions with the total composition C5H8INS at a distorted geometry, computed with ωB97M-V/def2-TZVPD.

ΔE to the lowest compared entry with this formula, charge and spin	2.524	eV
net charge	0
E_LUMO	0.2	eV
E	-945.8084	Ha

XYZ file:
```
16
C5H8INS, DFT ωB97M-V/def2-TZVPD
C 3.4755 1.1793 2.3230
C 3.8169 0.7287 1.2649
C -1.3829 -0.1665 -0.5018
C -0.1224 -0.8645 -0.3924
C -2.5900 -1.1088 -0.3553
N -1.5478 1.0617 -0.8218
S -0.2441 2.0533 -1.1432
I 4.5926 -0.0713 -0.4187
H -1.1889 3.0841 -1.4643
H 2.9291 1.1985 3.2595
H -0.2988 -1.9136 0.0248
H 0.3943 -0.4131 0.4277
H 0.6503 -0.5761 -1.1656
H -3.5425 -0.6053 -0.5049
H -2.4785 -1.6196 0.6041
H -2.4630 -1.9668 -1.1360
```


A molecular structure, C3H5LiO2Tl at a distorted geometry, computed with ωB97M-V/def2-TZVPD.

ΔE to the lowest compared entry with this formula, charge and spin	0.353	eV
net charge	+1
E_LUMO	-4.1	eV
E	-447.4462	Ha

XYZ file:
```
12
C3H5LiO2Tl, DFT ωB97M-V/def2-TZVPD
C -1.8108 -0.1781 0.2019
C -1.4453 -0.6568 -1.0299
H -1.9022 -0.8449 1.0524
H -2.2540 0.8079 0.2894
H -1.3983 -1.7259 -1.2122
H 1.2207 -0.2437 -1.0478
H -1.4722 -0.0102 -1.9014
O 2.1374 -0.0409 -0.6465
C 1.9262 0.3388 0.5684
O 1.2539 0.4687 1.5003
Tl -0.3665 2.1473 2.7181
Li 4.1110 -0.0623 -0.4929
```


2 unconnected molecules or ions with the total composition C2H3NOS2 at a distorted geometry, computed with ωB97M-V/def2-TZVPD.

ΔE to the lowest compared entry with this formula, charge and spin	3.474	eV
net charge	0
E_LUMO	0.4	eV
E	-1004.2599	Ha

XYZ file:
```
9
C2H3NOS2, DFT ωB97M-V/def2-TZVPD
C -2.3461 -1.9557 0.7509
C 1.3853 0.7860 -0.4489
N -2.2093 -0.9316 0.1676
O 0.3782 0.1074 -0.3706
S -2.2477 0.2965 -0.7947
S 2.4395 1.2408 0.8722
H -2.5540 -2.8121 1.2384
H 1.8856 1.3124 -1.3542
H 3.2685 1.9563 -0.0607
```


2 unconnected molecules or ions with the total composition C3H5O4S3 at a distorted geometry, computed with ωB97M-V/def2-TZVPD.

ΔE to the lowest compared entry with this formula, charge and spin	3.250	eV
net charge	-1
E_LUMO	3.1	eV
E	-1612.7488	Ha

XYZ file:
```
15
C3H5O4S3, DFT ωB97M-V/def2-TZVPD
C -2.8125 0.6021 0.4282
C 2.4698 0.4499 -0.6675
C 0.3884 -0.3122 1.0546
O -1.5303 0.8460 0.1075
O -0.3245 -0.0628 -1.7308
O -1.3598 -1.7584 -0.2697
O -0.1309 -0.6551 2.0557
S -3.6305 1.7018 1.1836
S 1.6559 0.7665 0.9322
S -0.6174 -0.5572 -0.4177
H -3.2797 -0.3535 0.2542
H 3.6221 0.5049 -0.3603
H 2.1952 1.1273 -1.4261
H 2.1997 -0.5862 -0.9406
H 1.1545 -1.7131 -0.2032
```


2 unconnected molecules or ions with the total composition C4H10N2O at a distorted geometry, computed with ωB97M-V/def2-TZVPD.

ΔE to the lowest compared entry with this formula, charge and spin	5.941	eV
net charge	0
E_LUMO	0.7	eV
E	-342.9831	Ha

XYZ file:
```
17
C4H10N2O, DFT ωB97M-V/def2-TZVPD
C -1.3617 0.3413 -0.1335
C -0.3037 0.7198 -2.2887
C 0.1177 -1.8397 0.1464
C -0.5387 -0.0587 -1.2909
N 1.6898 1.2665 2.0434
N 1.1361 0.2152 2.3312
O 0.0969 -1.2683 -1.2155
H -0.6261 0.2765 0.8247
H -1.7460 1.3729 -0.0864
H -2.0774 -0.4880 -0.1305
H -0.8676 1.5919 -2.3356
H 0.2995 0.5567 -3.1626
H 2.6987 1.4674 2.3389
H 0.8564 -2.7830 0.1560
H -0.9488 -2.1590 0.3384
H 0.4439 -1.1418 0.9494
H 1.1309 1.9301 1.5151
```


2 unconnected molecules or ions with the total composition C2H10N2S at a distorted geometry, computed with ωB97M-V/def2-TZVPD.

ΔE to the lowest compared entry with this formula, charge and spin	2.390	eV
net charge	0
E_LUMO	0.6	eV
E	-589.7990	Ha

XYZ file:
```
15
C2H10N2S, DFT ωB97M-V/def2-TZVPD
C 2.1538 -2.2460 -1.0837
S 0.6545 -1.7073 -0.1794
H 2.7617 -1.4429 -1.4470
H 2.7065 -3.0298 -0.5639
H 1.6875 -2.7277 -1.9437
H -0.3957 -0.8012 -0.2440
N -1.6122 2.9249 0.1451
C -0.8929 1.6853 0.1094
N -1.0414 0.9238 1.3954
H -2.5835 2.7002 0.4694
H -1.8872 3.2400 -0.7775
H -1.2685 1.0472 -0.6900
H 0.1940 1.8214 -0.0395
H -0.1022 0.7590 1.7535
H -1.2831 1.7386 1.9814
```


A molecular structure, C41H44Ge2N3PdS5 at a distorted geometry, computed with ωB97M-V/def2-TZVPD.

2S+1	4
expectation value of S²	3.79
net charge	0
E_LUMO (spin up / spin down)	0.0 / -2.3	eV
E	-8025.5275	Ha

XYZ file:
```
96
C41H44Ge2N3PdS5, DFT ωB97M-V/def2-TZVPD
Pd 0.5026 -0.8012 -0.8097
C -1.5233 5.0125 0.6597
C -0.3276 4.9808 1.6260
C -0.3465 5.8251 2.7686
C 0.8502 5.9656 3.4837
C 2.0321 5.3345 3.1100
C 2.0070 4.3907 2.0945
C 0.8006 4.1877 1.3978
N 0.8334 3.3036 0.2092
C 0.9156 1.9643 0.2415
N 0.7286 1.3671 1.4627
C 1.2646 0.1056 1.9155
C 1.1957 -0.9975 1.0745
C 1.5507 -2.2253 1.6184
C 1.9680 -2.4035 2.9503
C 2.1969 -1.2668 3.7252
C 1.7549 -0.0406 3.2847
C 1.9794 1.1661 4.1778
N 1.0483 1.2187 -0.8431
C 1.5008 1.7729 -2.0736
C 2.7231 2.4947 -2.0577
C 3.1980 3.1359 -3.1765
C 2.4635 2.9778 -4.3764
C 1.3296 2.1591 -4.4519
C 0.8261 1.5714 -3.2847
C -0.5457 0.9602 -3.2653
H -1.7458 4.0378 0.1567
H -1.4752 5.8127 -0.0823
H -2.4105 5.2820 1.2285
H -1.1929 6.4927 2.9323
H 0.8723 6.6327 4.3958
H 2.9413 5.6227 3.6246
H 2.9605 3.9116 1.8131
H 0.7612 3.7618 -0.7177
H 0.6198 1.9727 2.2872
H 1.4875 -3.1010 0.9863
H 2.1646 -3.4246 3.3231
H 2.7644 -1.2379 4.6103
H 2.3390 0.7565 5.1107
H 1.0630 1.6972 4.3643
H 2.6913 1.9156 3.7458
H 3.3264 2.5700 -1.1381
H 4.0598 3.8081 -3.1325
H 2.8260 3.5245 -5.2398
H 0.7525 2.0600 -5.3445
H -1.2890 1.7442 -3.3049
H -0.7420 0.4102 -2.3202
H -0.8088 0.3083 -4.1348
C 6.4526 -0.5064 -2.0097
S 5.3404 -0.5112 -0.6206
C 4.5780 -2.0097 -0.7548
C 3.4092 -2.5193 -1.4270
S 2.1794 -1.7142 -2.2507
S 3.1861 -4.2591 -1.5653
C 4.6439 -4.6744 -0.7288
S 5.1029 -6.2881 -0.8458
S 5.4712 -3.2881 0.0389
H 7.1058 0.3644 -1.7843
H 5.8948 -0.3809 -2.9266
H 7.1011 -1.3818 -2.0722
C -4.4307 1.1017 -1.0143
Ge -3.6498 -0.0511 0.4165
C -5.2357 -1.0103 1.2031
C -2.9773 1.1445 1.8661
Ge -1.9029 -1.5415 -0.3188
C -2.6195 -2.3829 -1.9907
C -1.6663 -2.8866 -2.8638
C -2.0905 -3.5216 -4.0023
C -3.4154 -3.8222 -4.2535
C -4.3889 -3.2536 -3.3879
C -3.9797 -2.5534 -2.2994
C -1.9824 -3.0239 1.0360
C -1.4066 -4.1856 0.5147
C -1.5402 -5.4019 1.1381
C -2.2041 -5.4945 2.3633
C -2.7005 -4.3459 2.9509
C -2.5519 -3.1085 2.2844
H -5.3582 1.5768 -0.6482
H -4.6121 0.6139 -1.9693
H -3.7196 1.9015 -1.2408
H -5.0286 -1.4285 2.2023
H -5.4258 -1.8286 0.4959
H -6.0886 -0.2954 1.2123
H -2.4043 1.9131 1.3610
H -2.2511 0.5421 2.4557
H -3.7121 1.5519 2.5658
H -0.6223 -2.7528 -2.7025
H -1.4022 -3.8316 -4.7665
H -3.6807 -4.3737 -5.1280
H -5.4185 -3.3214 -3.5947
H -4.6965 -2.1169 -1.6155
H -0.7919 -4.0972 -0.3632
H -1.0573 -6.2531 0.6810
H -2.2494 -6.4164 2.9472
H -3.2095 -4.3383 3.9336
H -2.8865 -2.2562 2.8534
```


A molecular structure, C6H12O, computed with ωB97M-V/def2-TZVPD.

ΔE to the lowest compared entry with this formula, charge and spin	4.767	eV
net charge	0
E_LUMO (spin up / spin down)	-0.2 / -0.2	eV
E	-310.8841	Ha

XYZ file:
```
19
C6H12O, DFT ωB97M-V/def2-TZVPD
C 1.9472 -0.8928 -0.5005
C 0.7409 -0.3123 0.2304
O 0.7406 -0.3219 1.5224
C 0.1146 0.8397 -0.4016
C -1.2862 1.1918 0.0598
C -1.8069 -0.2243 0.3642
C -0.7326 -1.0392 -0.3562
H 2.8271 -0.2987 -0.2298
H 1.8385 -0.8848 -1.5927
H 2.1296 -1.9188 -0.1693
H 1.1290 1.2743 1.4385
H 1.1215 1.8907 0.9112
H 0.4274 1.1458 -1.4035
H -1.3091 1.8649 0.9194
H -1.8276 1.6607 -0.7677
H -2.8208 -0.4042 -0.0022
H -1.7684 -0.4384 1.4326
H -0.8767 -1.0611 -1.4390
H -0.5881 -2.0711 -0.0159
```